6 unconnected molecules or ions with the total composition C5H20FN10O5. Source: the Open Molecules 2025 dataset; level of theory: ωB97M-V/def2-TZVPD.

Summary:
HOMO energy (alpha / beta) (eV): -9.64 / -9.64
E (Eh): -1226.09824
2S+1: 2
⟨S²⟩: 0.7614
Net charge: 0

Structure (XYZ):
```
41
Properties=species:S:1:pos:R:3:forces:R:3
F -0.3325 0.1690 0.2220 0.464 -0.959 0.008
C -1.9627 2.8369 -1.5274 -2.568 0.891 -1.143
O -2.8235 3.6432 -1.7802 -1.773 0.886 -0.759
N -2.0147 1.5514 -1.7149 -2.326 -3.596 -1.579
N -0.8507 3.1508 -1.0454 6.416 3.491 3.150
H -3.0075 1.3913 -1.8094 0.075 -1.507 0.027
H -1.3829 0.9998 -1.1522 -0.548 -0.299 0.103
H -0.2908 2.4647 -0.5597 0.166 0.501 -0.013
H -0.8127 4.1303 -0.8019 0.643 -0.194 0.281
C 1.2677 -3.0435 1.2381 2.722 -2.020 1.888
O 1.7981 -4.0885 1.6104 -0.802 0.254 -0.483
N 1.3586 -1.8664 1.7757 0.226 3.170 2.285
N 0.6059 -2.8864 0.1128 -1.527 -1.293 -3.642
H 0.6787 -1.1979 1.4426 -0.015 0.862 0.238
H 1.8724 -1.6181 2.6090 -0.019 -0.426 0.026
H 0.5388 -3.6736 -0.5165 -0.159 -0.108 -0.241
H 0.0351 -2.0659 -0.0324 -0.615 0.366 -0.261
C 1.8824 2.3165 2.1074 1.099 1.060 2.335
O 2.7715 2.9243 2.6665 1.033 0.448 -0.274
N 0.6849 2.2040 2.6336 -3.389 0.201 2.172
N 1.9167 1.6090 1.0167 1.692 -1.436 -3.235
H -0.0035 1.6165 2.1851 -0.211 0.336 0.446
H 0.5410 2.5738 3.5624 -0.177 -0.071 -0.350
H 1.0819 1.0658 0.8490 0.355 -0.406 -1.020
H 2.8231 1.4783 0.5906 -0.431 -0.111 -0.236
C -3.4613 -1.4986 0.5951 -4.765 -4.211 -1.475
O -4.4272 -2.2380 0.7554 -0.397 -0.133 0.007
N -2.8468 -0.8591 1.4474 3.379 3.961 8.347
N -2.8677 -1.2802 -0.5108 1.956 -0.724 -8.572
H -3.1318 -1.0212 2.4027 0.440 0.424 0.039
H -1.9536 -0.4853 1.1601 0.054 0.497 0.913
H -2.0485 -0.7138 -0.6791 -0.347 0.018 0.591
H -3.1918 -1.7564 -1.3404 -0.199 0.079 0.196
C 2.6188 -0.9032 -2.4694 -1.593 1.298 -7.641
O 3.5436 -1.1979 -3.2267 -0.220 -0.322 0.906
N 2.6110 -0.8949 -1.2243 2.410 -1.376 7.131
N 1.4268 -0.4105 -2.8863 -0.650 -0.311 -1.876
H 3.5635 -1.1055 -0.9627 -0.145 -0.013 1.740
H 1.7945 -0.6584 -0.6788 0.561 0.201 0.411
H 1.2308 -0.5911 -3.8605 -0.535 0.546 0.243
H 0.7640 -0.0718 -2.2037 -0.281 0.026 -0.681
```
Positions in Å, forces in eV/Å.